C12H36B2F8O6S6Y as an isolated structure in a non-equilibrium geometry, computed with the ωB97M-V functional and the def2-TZVPD basis.

Structure (XYZ):
```
71
Properties=species:S:1:pos:R:3:forces:R:3
Y -21.346 -13.140 -7.522 -0.267 0.436 0.239
B -23.519 -14.232 -9.085 -0.582 0.006 -1.168
F -24.832 -14.570 -9.253 -0.049 0.051 0.163
F -22.783 -14.318 -10.274 -0.170 -0.294 0.366
F -23.385 -12.855 -8.645 -0.035 -0.349 -0.257
F -22.924 -15.011 -8.057 -0.024 0.154 0.010
B -18.473 -12.376 -7.217 1.258 0.518 0.405
F -19.012 -13.665 -6.940 0.023 0.132 -0.005
F -19.587 -11.536 -7.476 0.395 0.136 0.041
F -17.795 -11.935 -6.080 -0.256 -0.070 -0.170
F -17.658 -12.397 -8.333 -0.083 -0.210 -0.036
C -19.809 -12.617 -3.243 0.545 -0.350 0.001
S -20.387 -11.377 -4.401 0.215 0.399 0.315
O -21.060 -12.125 -5.494 -0.133 0.074 0.408
C -21.714 -10.749 -3.374 0.163 0.271 -0.014
H -18.735 -12.722 -3.393 -0.023 0.014 0.030
H -20.285 -13.565 -3.491 -0.224 0.140 -0.059
H -20.021 -12.352 -2.210 0.016 0.141 -0.013
H -22.314 -11.565 -2.979 -0.071 0.009 0.023
H -22.305 -10.060 -3.974 -0.097 -0.103 -0.076
H -21.234 -10.163 -2.589 -0.101 -0.136 0.137
C -19.385 -16.313 -4.919 0.048 -0.446 0.132
S -21.122 -15.964 -5.119 0.001 -0.158 0.367
O -21.225 -14.690 -5.884 0.002 -0.545 0.500
C -21.517 -17.269 -6.263 -0.177 0.136 -0.395
H -18.896 -16.199 -5.881 0.084 0.024 -0.046
H -19.328 -17.342 -4.555 0.093 0.032 -0.121
H -18.930 -15.672 -4.169 -0.143 0.217 -0.077
H -21.493 -18.239 -5.774 0.004 0.015 0.082
H -20.850 -17.225 -7.120 0.141 -0.080 0.042
H -22.516 -17.032 -6.632 -0.049 -0.129 0.083
C -19.857 -10.190 -10.458 0.502 0.073 0.677
S -20.064 -11.926 -10.803 0.233 0.356 -1.006
O -20.620 -12.547 -9.581 -0.254 -0.281 0.214
C -21.441 -11.817 -11.932 -0.272 -0.069 -0.265
H -20.733 -9.806 -9.944 -0.183 0.018 -0.193
H -19.590 -9.625 -11.347 -0.158 -0.113 -0.172
H -19.014 -10.145 -9.762 -0.070 0.006 -0.029
H -22.349 -11.557 -11.388 0.086 0.037 0.127
H -21.581 -12.790 -12.400 0.009 -0.035 0.119
H -21.237 -11.082 -12.710 0.123 0.030 0.044
C -21.904 -8.468 -6.771 0.558 0.635 -0.023
S -22.728 -9.573 -7.901 -0.779 0.479 -0.112
O -21.964 -10.834 -7.844 0.423 -0.409 -0.038
C -24.217 -9.894 -6.937 0.161 -0.524 0.078
H -22.571 -7.685 -6.411 -0.160 -0.173 0.075
H -21.090 -7.960 -7.293 -0.053 -0.186 -0.138
H -21.447 -9.046 -5.970 -0.242 -0.104 0.125
H -24.026 -9.673 -5.889 -0.174 0.192 0.015
H -24.339 -10.976 -7.029 -0.042 0.052 -0.122
H -25.091 -9.395 -7.345 0.068 0.252 0.085
C -17.957 -15.847 -8.894 0.417 -0.120 0.110
S -19.689 -16.081 -9.257 0.111 0.133 -0.189
O -20.414 -14.960 -8.600 -0.016 -0.459 0.056
C -19.568 -15.641 -10.986 0.078 -0.042 -0.022
H -17.405 -16.656 -9.377 -0.011 0.115 -0.126
H -17.778 -15.927 -7.825 -0.224 0.004 0.077
H -17.620 -14.863 -9.219 -0.069 -0.006 -0.075
H -19.188 -14.621 -11.041 0.008 -0.018 -0.021
H -20.550 -15.715 -11.445 -0.062 -0.026 0.072
H -18.867 -16.337 -11.446 -0.065 0.012 -0.099
C -24.817 -15.057 -5.136 -0.011 0.139 0.176
S -24.004 -13.488 -4.838 0.176 -0.095 0.414
O -23.372 -13.079 -6.117 -0.463 0.393 -0.534
C -25.500 -12.511 -4.700 -0.350 -0.557 -0.429
H -25.626 -15.119 -4.408 -0.013 -0.245 -0.052
H -24.092 -15.847 -4.961 -0.032 -0.071 -0.040
H -25.188 -15.079 -6.160 -0.004 0.051 -0.021
H -25.239 -11.459 -4.690 0.005 0.061 0.217
H -26.041 -12.842 -3.814 0.136 0.286 0.185
H -26.130 -12.740 -5.564 0.109 0.175 -0.069
```
Forces are in eV/Å.

As for the LUMO energy: -1.9 eV. The value obtained for the relative energy (zero: lowest compared OMol25 entry of this formula, charge and spin) is 0.0 kcal/mol. The net charge is +1. As for the gap between HOMO and LUMO: 9.80 eV. Its multiplicity is 1.

C26H12F6N9O4RhS3Se as an isolated structure, computed with the ωB97M-V functional and the def2-TZVPD basis.

Structure (XYZ):
```
62
Properties=species:S:1:pos:R:3:forces:R:3
Rh 0.197 0.251 -0.330 0.043 0.314 0.031
F 3.923 1.399 -4.233 -0.017 0.040 -0.029
C 4.402 0.516 -3.380 -0.027 -0.095 -0.045
F 4.270 -0.712 -3.877 0.010 0.030 -0.022
F 5.665 0.764 -3.112 -0.039 0.009 0.019
S 3.418 0.543 -1.819 0.181 0.000 0.145
O 2.022 0.342 -2.227 -0.263 -0.042 -0.126
O 3.990 -0.443 -0.954 -0.090 0.036 -0.129
N 3.663 2.028 -1.320 -0.220 -0.269 0.310
S 2.478 2.731 -0.613 -0.003 0.318 -0.242
O 2.844 3.842 0.183 0.062 -0.062 -0.042
O 1.539 1.807 0.100 0.059 -0.308 0.078
C 1.460 3.440 -2.035 0.058 0.036 0.007
F 0.406 2.653 -2.317 0.226 -0.015 -0.251
F 2.208 3.554 -3.106 -0.006 0.030 0.002
F 0.995 4.629 -1.674 0.004 0.043 -0.027
Se -7.302 0.884 -1.418 -0.045 -0.001 -0.005
N -6.031 2.074 -1.102 0.037 0.039 0.003
C -4.906 1.414 -0.998 -0.021 -0.049 0.001
C -3.621 2.046 -0.739 0.002 0.062 -0.006
C -3.467 3.427 -0.581 0.003 -0.038 -0.004
C -2.213 3.931 -0.323 0.044 -0.020 0.010
C -1.131 3.060 -0.240 -0.106 0.017 0.212
N -1.262 1.749 -0.414 0.036 -0.252 0.034
C -2.493 1.236 -0.647 0.001 0.045 -0.044
C -2.583 -0.206 -0.798 0.004 -0.039 -0.053
N -1.428 -0.915 -0.695 0.114 0.040 0.000
C -1.463 -2.238 -0.850 -0.046 -0.031 0.019
C -2.643 -2.923 -1.110 0.022 0.013 -0.002
C -3.823 -2.222 -1.209 0.003 0.019 0.008
C -3.799 -0.834 -1.052 -0.008 -0.031 -0.018
C -4.993 -0.007 -1.152 -0.012 0.045 0.014
N -6.187 -0.491 -1.382 0.027 -0.040 -0.009
H -4.336 4.067 -0.657 0.003 0.005 -0.002
H -2.043 4.989 -0.184 -0.012 0.003 0.004
H -0.147 3.430 -0.001 -0.070 -0.041 0.057
H -0.531 -2.772 -0.769 -0.014 0.005 0.012
H -2.610 -3.996 -1.231 -0.011 -0.001 0.002
H -4.766 -2.714 -1.408 0.003 -0.005 -0.005
S 2.665 -4.035 5.184 0.000 -0.009 0.009
N 1.765 -2.705 5.213 -0.004 0.015 0.005
C 1.588 -2.337 3.954 0.015 -0.034 -0.040
C 0.826 -1.186 3.515 0.003 0.026 0.002
C 0.193 -0.280 4.369 -0.022 0.003 -0.003
C -0.481 0.791 3.823 0.012 -0.004 0.012
C -0.536 0.942 2.443 -0.041 -0.059 0.016
N 0.046 0.066 1.627 -0.109 0.062 0.007
C 0.747 -0.975 2.141 0.014 0.065 0.069
C 1.428 -1.826 1.196 0.061 -0.064 0.057
N 1.322 -1.464 -0.098 0.129 0.212 -0.077
C 1.869 -2.232 -1.034 0.076 -0.002 0.007
C 2.576 -3.388 -0.709 -0.001 -0.011 0.027
C 2.741 -3.739 0.611 -0.032 -0.007 -0.030
C 2.146 -2.946 1.599 0.014 -0.013 -0.011
C 2.222 -3.198 3.023 -0.040 0.021 0.048
N 2.863 -4.203 3.598 0.018 0.000 -0.018
H 0.253 -0.426 5.439 0.001 0.004 0.000
H -0.967 1.527 4.447 -0.001 -0.002 0.003
H -1.049 1.776 1.994 -0.017 -0.009 -0.004
H 1.760 -1.906 -2.058 -0.014 -0.007 0.009
H 3.010 -3.975 -1.505 0.003 0.000 0.003
H 3.309 -4.613 0.899 0.005 0.001 0.001
```
Forces are in eV/Å.

As for the LUMO energy: -7.5 eV. The value obtained for the relative energy (zero: lowest compared OMol25 entry of this formula, charge and spin) is 0.0 kcal/mol. The net charge is +2. As for the gap between HOMO and LUMO: 7.16 eV. Its multiplicity is 1.

C16H24IrNO as an isolated structure in a non-equilibrium geometry, computed with the ωB97M-V functional and the def2-TZVPD basis.

Structure (XYZ):
```
43
Properties=species:S:1:pos:R:3:forces:R:3
C -0.772 1.344 -3.531 -0.051 -0.137 0.014
C -0.123 2.540 -2.969 0.337 0.672 0.413
C 0.057 0.268 -4.110 0.239 -0.533 -0.093
C -2.158 1.006 -3.138 -0.749 -0.211 0.067
H -0.410 -0.213 -4.988 0.216 0.186 0.259
H 0.180 -0.537 -3.349 0.101 0.137 -0.356
H 1.065 0.616 -4.375 -0.293 -0.129 -0.084
H -0.429 3.496 -3.438 0.068 -0.376 0.135
H 0.970 2.462 -3.059 -0.234 0.189 -0.033
H -0.358 2.643 -1.889 0.016 0.063 -0.330
H -2.948 1.414 -3.805 0.404 -0.109 0.233
H -2.394 1.374 -2.126 0.022 0.032 -0.234
H -2.300 -0.089 -3.132 -0.062 0.289 -0.066
C 2.485 -0.716 1.036 0.252 0.434 -0.526
C 2.538 -0.959 -0.413 1.522 1.547 -0.218
C 2.165 0.289 -1.050 0.819 -1.412 -0.882
H 3.062 -1.792 -0.876 -0.048 0.352 0.055
C 1.616 1.135 -0.074 -0.320 0.795 2.067
C 1.688 0.489 1.214 1.381 1.683 -1.133
H 1.393 0.924 2.170 0.099 -0.141 -0.538
H 3.031 -1.248 1.822 -0.477 -0.055 -0.307
H 2.314 0.523 -2.106 -0.290 -0.184 0.399
H 1.259 2.150 -0.215 -0.159 -0.308 -0.103
C -1.508 -1.610 1.152 -1.151 -0.414 -0.636
C -0.713 -2.821 1.109 -1.453 -0.155 -0.767
C -0.394 -3.053 -0.288 -1.228 -0.745 -0.826
H -0.496 -3.474 1.945 0.098 0.086 -0.133
C -0.956 -1.981 -1.067 -0.278 -0.747 -0.296
C -1.633 -1.093 -0.173 -0.785 -0.032 0.498
H -2.211 -0.210 -0.456 0.405 -0.356 0.158
H -1.971 -1.178 2.024 0.187 0.138 -0.107
H 0.126 -3.922 -0.683 -0.058 0.295 0.078
H -0.934 -1.884 -2.153 0.121 -0.096 0.473
Ir 0.611 -1.314 0.471 1.347 -0.828 2.491
C 0.332 1.544 4.732 0.125 0.234 0.054
C -0.502 0.552 3.975 -0.795 -0.189 -0.878
N -0.737 -0.639 4.602 0.147 0.020 -0.260
O -0.953 0.780 2.842 0.647 -0.286 1.329
H -0.049 1.696 5.747 0.091 -0.064 -0.140
H 0.316 2.492 4.198 -0.022 -0.068 0.076
H 1.371 1.197 4.801 -0.182 0.005 0.056
H -1.226 -1.364 4.088 0.113 0.340 0.426
H -0.402 -0.836 5.537 -0.119 0.076 -0.337
```
Forces are in eV/Å.

As for the LUMO energy (spin up / spin down): -2.4 / -6.4 eV. The value obtained for the relative energy (zero: lowest compared OMol25 entry of this formula, charge and spin) is 0.0 kcal/mol. The net charge is +1. As for the gap between HOMO and LUMO (spin up / spin down): 7.05 / 6.55 eV. Its multiplicity is 6. Its expectation value of S² is 8.77.

C3H7FS as an isolated structure in a non-equilibrium geometry, computed with the ωB97M-V functional and the def2-TZVPD basis.

Structure (XYZ):
```
12
Properties=species:S:1:pos:R:3:forces:R:3
C -0.045 0.136 -1.532 0.313 0.659 -0.080
C 0.140 0.910 -0.240 -2.834 -2.389 3.745
C -0.419 -0.261 1.204 1.302 2.041 -3.852
F -1.648 -0.633 0.809 -1.743 -0.523 -0.514
S 0.530 -1.764 1.097 1.000 -0.417 0.697
H 0.828 0.506 -2.163 -1.684 -0.398 -0.068
H 0.080 -0.982 -1.489 -0.145 1.182 0.393
H -1.108 0.390 -1.829 1.550 -0.433 -0.560
H 1.067 1.150 0.146 2.428 0.123 0.060
H -0.444 1.834 -0.085 -0.218 -0.610 -0.492
H -0.555 0.165 2.160 0.641 0.720 1.051
H 1.575 -1.451 1.922 -0.612 0.047 -0.379
```
Forces are in eV/Å.

As for the LUMO energy: 0.8 eV. The value obtained for the relative energy (zero: lowest compared OMol25 entry of this formula, charge and spin) is 40.8 kcal/mol. As for the gap between HOMO and LUMO: 9.72 eV. Its multiplicity is 1.

| no. | total energy (Eh) |
| --- | --- |
| 1 | -4206.72141 |
| 2 | -6097.05581 |
| 3 | -857.89564 |
| 4 | -616.47776 |